Arrangement a

Here is 2 unconnected molecules or ions with the total composition C3H8S from the Open Molecules 2025 dataset. Energies are from the ωB97M-V functional and the def2-TZVPD basis.

Properties
Highest occupied orbital energy in eV: -9.08

Bonds (Å) are listed after each position.
Geometry (Å):
1 S -1.4103 -0.2607 0.0667  C4 1.775
2 C 1.2550 0.8255 -1.0965  C3 1.521, H8 1.100, H9 1.100, H11 1.165
3 C 1.2277 0.3376 0.3440  C2 1.521, C4 1.559, H7 1.110, H10 1.144
4 C 0.1390 -0.6661 0.8331  S1 1.775, C3 1.559, H5 1.095, H12 1.126
5 H 0.3448 -1.7391 0.7667  C4 1.095
6 H -0.5372 -1.1639 -1.5259  no bonds
7 H 2.2688 0.1029 0.6474  C3 1.110
8 H 1.2112 -0.0761 -1.7261  C2 1.100
9 H 2.1661 1.4257 -1.2402  C2 1.100
10 H 0.7950 1.2343 0.9066  C3 1.144
11 H 0.2387 1.3013 -1.4113  C2 1.165
12 H 0.0834 -0.5664 1.9535  C4 1.126


Arrangement b

Here is 2 unconnected molecules or ions with the total composition C3H8S from the Open Molecules 2025 dataset. Energies are from the ωB97M-V functional and the def2-TZVPD basis.

Properties
Highest occupied orbital energy in eV: -9.35

Bonds (Å) are listed after each position.
Geometry (Å):
1 S 2.5353 -0.4835 0.9368  no bonds
2 C -0.5306 -0.3221 -0.4849  C3 1.512, C4 1.531, H9 1.094, H12 1.086
3 C 0.0140 1.0296 -0.8876  C2 1.512, H7 1.091, H8 1.093, H11 1.093
4 C -0.3346 -0.6219 1.0040  C2 1.531, H5 1.086, H6 1.090, H10 1.131
5 H -0.9470 -0.0275 1.6759  C4 1.086
6 H -0.4425 -1.6956 1.1578  C4 1.090
7 H 1.0945 1.0643 -0.7395  C3 1.091
8 H -0.1268 1.2748 -1.9429  C3 1.093
9 H 0.0065 -1.1537 -0.9510  C2 1.094
10 H 0.7324 -0.4890 1.3537  C4 1.131
11 H -0.4320 1.8669 -0.3453  C3 1.093
12 H -1.5692 -0.4422 -0.7771  C2 1.086


Stability ranking, top and bottom: arrangement a is the most stable and arrangement b is the least stable.


Arrangement a

Here is a single C3H7N2P molecule from the Open Molecules 2025 dataset. Energies are from the ωB97M-V functional and the def2-TZVPD basis.

Properties
Highest occupied orbital energy (alpha / beta) in eV: -9.31 / -7.93

Bonds (Å) are listed after each position.
Geometry (Å):
1 P 0.1257 0.9025 -0.2808  N2 1.571, C6 1.824, H8 1.382
2 N 1.1000 -0.0637 0.4844  P1 1.571, C4 1.414
3 N -2.0704 -1.4156 -0.2198  C5 1.209
4 C 2.0561 -0.9402 -0.0781  N2 1.414, H7 1.005, H10 1.169, H13 1.203
5 C -2.3634 -0.2821 0.0801  N3 1.209, C6 1.577, H9 1.182
6 C -1.5801 1.0600 0.3471  P1 1.824, C5 1.577, H11 1.020, H12 1.070
7 H 1.9602 -1.9130 0.1566  C4 1.005
8 H -0.2252 0.3871 -1.5147  P1 1.382
9 H -3.5306 -0.1125 0.1632  C5 1.182
10 H 2.3333 -0.9100 -1.2131  C4 1.169
11 H -1.7103 1.4352 1.2867  C6 1.020
12 H -2.1575 1.6180 -0.3598  C6 1.070
13 H 3.1250 -0.6041 0.3608  C4 1.203


Arrangement b

Here is a single C3H7N2P molecule from the Open Molecules 2025 dataset. Energies are from the ωB97M-V functional and the def2-TZVPD basis.

Properties
Highest occupied orbital energy (alpha / beta) in eV: -7.99 / -7.75

Bonds (Å) are listed after each position.
Geometry (Å):
1 P 2.2476 1.6400 0.7418  N3 1.659, H7 1.502, H9 1.356
2 N 0.5427 -0.1489 1.3027  N3 1.256, C5 1.244
3 N 1.3086 0.3112 0.4196  P1 1.659, N2 1.256
4 C -0.9756 -0.7172 -1.1926  C6 1.427, H10 1.123, H11 1.086
5 C -0.4521 -0.8954 1.3445  N2 1.244, C6 1.747, H13 1.063
6 C -1.5716 -1.1538 0.0287  C4 1.427, C5 1.747, H8 1.030, H12 1.109
7 H 1.1116 2.5719 0.4300  P1 1.502
8 H -1.8425 -2.1460 -0.0333  C6 1.030
9 H 2.7941 1.7019 -0.4976  P1 1.356
10 H -0.3251 -1.4142 -1.7855  C4 1.123
11 H -0.8495 0.3589 -1.2624  C4 1.086
12 H -2.4644 -0.5397 0.2647  C6 1.109
13 H -0.6125 -1.5790 2.1429  C5 1.063


Arrangement c

Here is a single C3H7N2P molecule from the Open Molecules 2025 dataset. Energies are from the ωB97M-V functional and the def2-TZVPD basis.

Properties
Highest occupied orbital energy (alpha / beta) in eV: -8.51 / -8.27

Bonds (Å) are listed after each position.
Geometry (Å):
1 P 1.8267 -1.6180 0.1749  N3 1.583, H7 1.490, H13 1.319
2 N 0.2021 0.9637 1.6968  C6 1.199
3 N 1.2972 -0.1879 -0.2505  P1 1.583, C4 1.407
4 C 0.2375 0.1754 -1.1022  N3 1.407, C5 1.543, H9 1.137, H12 1.182
5 C -1.0503 0.5672 -0.3478  C4 1.543, C6 1.578, H8 1.006, H10 1.136
6 C -0.7871 1.2145 1.0671  N2 1.199, C5 1.578, H11 1.042
7 H 2.0981 -1.4985 1.6352  P1 1.490
8 H -1.6718 1.1283 -0.9050  C5 1.006
9 H 0.0585 -0.7794 -1.6939  C4 1.137
10 H -1.6751 -0.3204 -0.0132  C5 1.136
11 H -1.7092 1.6670 1.2434  C6 1.042
12 H 0.4047 1.0752 -1.8510  C4 1.182
13 H 0.7688 -2.3873 0.3463  P1 1.319


Stability ranking, top and bottom: arrangement a is the most stable and arrangement b is the least stable.